# 1
Formula: C4H8O2
Source: OMol25
Level of theory: the ωB97M-V functional and the def2-TZVPD basis

Structure (XYZ):
```
14
Properties=species:S:1:pos:R:3:forces:R:3
C -1.1372 0.2856 -0.9456 0.0 -0.2 0.0
C 0.0107 0.4774 0.0279 -0.5 -0.8 0.8
O 0.2207 1.8352 0.3136 -0.1 -0.2 0.4
C 0.0032 -0.6026 1.1898 -0.3 0.5 -0.1
C 1.1690 -0.4494 0.2973 0.0 0.5 -0.1
O 1.4502 -1.5074 -0.5608 0.1 0.1 -0.4
H -2.0341 0.5693 -0.3764 0.0 -0.2 -0.2
H -1.2286 -0.7632 -1.2192 -0.1 0.0 0.0
H -1.1474 0.8933 -1.8624 0.5 -0.1 0.3
H -0.6573 2.2089 0.4873 0.4 0.0 0.0
H 0.0941 -0.2975 2.2286 0.1 0.1 -0.2
H -0.5944 -1.5070 1.0377 0.1 0.5 -0.1
H 2.0392 0.0140 0.7665 -0.1 0.1 -0.3
H 1.8130 -1.0837 -1.3461 0.1 -0.4 -0.2
```
Forces are in eV/Å.

net charge = 0
Kohn-Sham gap = 9.98 eV
SMILES = C[C@@]1(O)C[C@H]1O
relative energy (zero: lowest compared OMol25 entry of this formula, charge and spin) = 201.2 kJ/mol
E_HOMO = -9.13 eV
total energy = -8371.19641 eV

***

# 2
Formula: C7H19N3
Source: OMol25
Level of theory: the ωB97M-V functional and the def2-TZVPD basis

Structure (XYZ):
```
29
Properties=species:S:1:pos:R:3:forces:R:3
C -1.7253 -0.4672 -1.2774 -1.5 1.0 -0.5
C -1.0852 0.2159 -0.1263 -1.6 -0.8 0.9
C -2.0383 -0.1209 1.0075 0.5 -0.5 1.0
C -0.9250 1.6617 -0.2770 -2.6 3.0 1.1
N 0.3408 -0.3623 0.1084 0.1 -2.1 3.8
C 0.3337 -1.6268 1.0891 1.2 -1.2 -2.1
C 1.1706 -0.6441 -1.0796 1.0 0.0 -2.1
N 2.5356 -0.3218 -0.7568 -0.9 -0.6 -0.1
C 2.4167 0.8696 -0.0106 -2.1 0.1 -3.3
N 1.1389 0.5342 0.8998 0.2 4.5 -3.3
H -2.6449 0.0840 -1.5862 0.6 -0.3 0.5
H -1.1153 -0.3808 -2.0844 1.6 -0.1 -2.8
H -2.0187 -1.4786 -1.1536 -0.1 -1.0 0.5
H -2.1161 -1.2363 1.0702 -0.6 1.2 0.2
H -2.9959 0.3688 0.7985 0.1 -0.4 -0.1
H -1.7233 0.2984 1.9606 0.1 -0.1 0.3
H -0.8889 2.2461 0.6636 0.3 -0.5 0.3
H -0.1675 2.0435 -0.8689 1.6 0.4 -1.7
H -1.8449 2.2215 -0.6209 0.7 -1.2 -0.2
H -0.4714 -2.3218 0.7822 0.3 0.7 0.3
H 1.3214 -2.2313 0.8348 -1.8 1.6 1.1
H 0.2139 -1.1882 2.0907 0.0 -0.9 -0.3
H 0.8296 -0.0375 -1.9168 -0.1 0.3 0.2
H 0.9670 -1.6655 -1.3459 0.4 -0.5 -0.2
H 3.1049 -1.1421 -0.5642 0.4 0.7 0.6
H 3.1862 1.2854 0.5590 1.4 0.1 1.0
H 2.0163 1.6912 -0.7579 0.8 -1.4 1.6
H 1.5319 0.2166 1.7376 -0.1 -0.8 2.0
H 0.6530 1.4883 0.8242 0.2 -1.3 1.4
```
Forces are in eV/Å.

net charge = +2
Kohn-Sham gap = 12.11 eV
SMILES = CC(C)(C)[N@@+]1(C)CNC[NH2+]1
relative energy (zero: lowest compared OMol25 entry of this formula, charge and spin) = 347.6 kJ/mol
E_HOMO = -18.94 eV
total energy = -12016.94127 eV

***

Values for LUMO, eV, ordered as above
0.854, -6.823